Below is C8H16CuFNO7S2 as an isolated structure in a non-equilibrium geometry, with properties calculated with the ωB97M-V functional and the def2-TZVPD basis.

Structure (XYZ):
```
36
Properties=species:S:1:pos:R:3:forces:R:3:mulliken_charge:R:1
C -4.1183 -1.1369 0.4339 0.6 -0.3 0.2 -0.913
C -3.5538 -1.4660 -0.9060 0.2 0.6 -0.5 0.894
O -4.0418 -2.4893 -1.4521 0.0 0.2 -0.1 -0.095
O -2.6734 -0.7989 -1.5768 -0.3 -0.5 0.6 -0.219
C -1.6652 0.0096 -0.8795 0.7 0.1 0.3 -0.257
C -0.4156 0.0174 -1.7661 -0.9 -0.2 0.5 -1.131
N 0.4893 -1.0748 -1.3404 1.4 1.1 -1.5 0.145
C 1.7174 -0.6742 -0.6299 0.2 -0.4 1.2 -1.131
C 1.6457 -0.9375 0.8973 0.0 0.4 0.0 -0.836
C 1.8822 0.3417 1.7038 -0.4 -0.4 -0.2 -0.725
C 0.9277 1.4855 1.3942 -0.2 0.0 0.3 -0.356
S 1.5487 3.0015 2.1613 1.5 1.2 -0.6 1.229
O 2.7660 2.7152 2.8391 -0.5 -0.6 0.7 -0.613
O 1.6636 3.9573 1.1017 -0.8 -0.1 -0.3 -0.614
O 0.4717 3.4750 3.2146 0.1 -0.7 -0.4 -0.453
S 0.8152 -2.1422 -2.5897 -1.4 -2.7 1.5 1.033
O -0.4422 -2.6690 -2.9761 0.0 0.9 -0.6 -0.506
O 1.7945 -3.0478 -2.1166 0.7 0.8 -0.3 -0.535
F 1.3835 -1.2606 -3.7174 0.2 0.4 -0.1 -0.188
H -4.4783 -0.1112 0.4626 -0.2 0.1 -0.2 0.374
H -3.2921 -1.2189 1.1434 0.1 -0.1 0.1 0.320
H -4.8709 -1.8661 0.7149 -0.2 0.1 0.0 0.381
H -1.3922 -0.4919 0.0436 -0.2 -0.2 0.1 0.114
H -2.0198 1.0033 -0.6233 -0.5 0.1 -0.5 0.490
H -0.7510 -0.1319 -2.7898 0.1 0.0 -0.1 0.570
H 0.0431 1.0011 -1.7110 0.2 0.0 0.0 0.568
H 1.9277 0.4258 -0.7424 -0.4 0.0 -0.4 0.585
H 2.5801 -1.2435 -0.9859 -0.2 -0.2 -0.4 0.617
H 2.4184 -1.6486 1.1779 0.0 -0.1 0.0 0.321
H 0.7060 -1.4228 1.1427 -0.2 0.1 0.0 0.459
H 2.9292 0.6320 1.5297 0.1 0.3 0.1 0.219
H 1.7951 0.1518 2.7694 0.4 -0.2 0.1 0.549
H -0.0841 1.2870 1.7448 0.0 -0.1 0.2 0.414
H 0.8419 1.7319 0.3399 0.1 0.2 -0.1 0.164
H -0.3328 3.6736 2.7098 -0.2 0.4 0.3 0.380
Cu 3.7848 0.9223 -0.7217 0.0 0.1 0.2 0.748
```
Forces are in eV/Å.

Calculated values
HOMO level (alpha / beta), eV: -16.90 / -16.90
<S²>: 0.76
2S+1: 2
Molar mass, g/mol: 384.89
Gap between HOMO and LUMO (alpha / beta), eV: 7.9428 / 5.4073
Energy, eV: -93382.8889
Charge: +2